Record 1
C4H4N2O in the gas phase in a non-equilibrium geometry, computed with wB97M-V/def2-TZVPD.

```
! RIJCOSX wB97M-V def2-TZVPD def2/J DEFGRID3
* xyz 0 1
O 2.55664 -0.31740 0.08468
C 1.57256 0.61281 -0.08121
C 0.17410 0.26735 0.00545
C -0.96683 1.17127 -0.02547
C -2.02804 0.32281 0.14261
N -1.61562 -1.08046 -0.05791
N -0.26621 -1.04832 -0.07664
H 2.19866 -1.18787 0.17669
H 2.10968 1.60000 -0.17668
H -0.91484 2.23791 -0.06435
H -3.18452 0.54518 0.08044
*
```

Properties
HOMO level in eV: -9.43
SMILES: O/C=C1/C=CN=N1
LUMO in eV: -0.988
Gap between HOMO and LUMO in eV: 8.443



Record 2
A molecular structure, C2H6P2 in a non-equilibrium geometry, computed with wB97M-V/def2-TZVPD.

```
! RIJCOSX wB97M-V def2-TZVPD def2/J DEFGRID3
* xyz 0 1
C 0.72377 -0.28982 -0.04957
C 1.79375 0.68678 -0.00274
P -1.37509 0.40266 -1.13930
P -2.74978 -1.04148 -0.27519
H 0.41204 -1.25648 0.50956
H 1.40078 1.60997 0.44170
H 2.15283 1.03977 -1.00814
H 2.67190 0.16987 0.31340
H -3.17234 0.03276 0.54651
H -1.85787 -1.35403 0.66378
*
```

Properties
HOMO level (alpha / beta) in eV: -8.06 / -8.28
LUMO (alpha / beta) in eV: 0.366 / -0.710
Gap between HOMO and LUMO (alpha / beta) in eV: 8.427 / 7.571



Record 3
2 unconnected molecules or ions with the total composition C6H8ClNO in a non-equilibrium geometry, computed with wB97M-V/def2-TZVPD.

```
! RIJCOSX wB97M-V def2-TZVPD def2/J DEFGRID3
* xyz 0 1
C 1.46461 0.92723 -0.68088
C 1.44960 -1.14330 -1.06519
C -0.08120 1.94122 1.01480
C -0.21530 2.76374 -0.21109
C 0.11725 1.29089 -0.34362
C -0.07567 -2.89604 -1.65637
N 0.32031 -1.55772 -1.31523
O 2.51658 1.45685 -0.72390
Cl 2.98428 -1.90785 -0.98803
H 0.79431 2.07262 1.63575
H -0.96720 1.65760 1.56009
H -1.19562 3.08297 -0.53053
H 0.57771 3.46394 -0.44142
H -0.62896 0.58895 -0.68377
H -0.93804 -3.15166 -1.04288
H 0.71362 -3.63688 -1.52042
H -0.39644 -2.89111 -2.69901
*
```

Properties
HOMO level in eV: -8.30
LUMO in eV: 0.876
Gap between HOMO and LUMO in eV: 9.173



Record 4
2 unconnected molecules or ions with the total composition C3H9OS in a non-equilibrium geometry, computed with wB97M-V/def2-TZVPD.

```
! RIJCOSX wB97M-V def2-TZVPD def2/J DEFGRID3
* xyz -1 1
C 2.74348 -0.27792 1.21874
O 1.75533 -0.88170 0.45023
H 3.14517 0.57615 0.65969
H 2.45314 0.03704 2.23465
H 3.58816 -1.02472 1.27640
C -0.95395 0.29432 -2.08370
C -1.52752 0.94124 -0.83551
S -1.20186 -0.07307 0.66959
H -1.39781 -0.67772 -2.22827
H 0.12179 0.13768 -2.02954
H -1.18874 0.88053 -2.97560
H -1.09767 1.98898 -0.69817
H -2.60096 1.16363 -0.96149
H 0.85899 -0.41586 0.51367
*
```

Properties
HOMO level in eV: -2.68
LUMO in eV: 4.090
Gap between HOMO and LUMO in eV: 6.766



Record 5
A molecular structure, C7H8Br6Cl6O3 in a non-equilibrium geometry, computed with wB97M-V/def2-TZVPD.

```
! RIJCOSX wB97M-V def2-TZVPD def2/J DEFGRID3
* xyz 0 1
C -3.50029 1.31181 -2.64389
Br -4.81133 -0.10782 -2.72495
Br -4.23072 2.98814 -3.43221
Br -1.72091 0.87369 -3.40491
H -3.32555 1.58039 -1.60205
C 0.76306 1.63794 0.11859
Br 1.28068 2.45744 -1.54833
Br -1.20644 1.49302 0.33414
Br 1.68620 2.52046 1.62201
H 1.10044 0.60791 0.00316
C 3.54134 5.14294 3.20002
Cl 2.21594 5.70470 2.19933
Cl 3.15021 5.15988 4.95989
Cl 4.99467 6.17822 2.91433
H 3.76254 4.13424 2.85117
C 3.14787 -3.17605 -1.83257
Cl 2.95569 -3.28296 -3.55802
Cl 2.11627 -1.84776 -1.09321
Cl 4.85273 -2.98401 -1.34151
H 2.75123 -4.03835 -1.29666
C -1.18168 -2.45522 1.15698
C -2.16008 -1.70720 0.27929
O -3.07284 -2.73736 -0.11606
C -2.69455 -3.93652 0.38648
O -3.25625 -4.98089 0.08346
O -1.56759 -3.84345 0.99548
H -1.20875 -2.20988 2.21867
H -0.15174 -2.36071 0.81292
H -1.54805 -1.15204 -0.43156
H -2.68212 -0.97058 0.88999
*
```

Properties
HOMO level in eV: -10.47
LUMO in eV: -0.979
Gap between HOMO and LUMO in eV: 9.496



Record 6
A molecular structure, C18H14CaFNO3 in a non-equilibrium geometry, computed with wB97M-V/def2-TZVPD.

```
! RIJCOSX wB97M-V def2-TZVPD def2/J DEFGRID3
* xyz 2 1
C -4.38107 -1.99722 2.21307
C -5.02369 -1.63727 0.79964
N -4.52452 -0.33405 0.29098
C -3.27689 -0.44046 -0.42616
C -2.94534 -1.42753 -1.44849
C -1.66117 -1.46654 -2.18490
C -0.65597 -0.45637 -1.85582
C -0.95203 0.52301 -0.81618
C -2.25254 0.57217 -0.09777
C 0.19801 1.57473 -0.46005
O -0.04164 2.76031 -0.15622
C 1.63127 0.98499 -0.49577
C 2.61295 1.38287 0.50461
C 3.96306 0.79312 0.45257
C 4.97990 1.20428 1.56731
C 5.84954 2.44930 1.20854
O 6.99758 2.29624 0.97859
F 5.32941 3.72973 1.17054
C 4.24689 -0.12937 -0.63847
C 3.25704 -0.53910 -1.66372
C 1.92091 0.01370 -1.57231
C 0.75110 -0.34980 -2.54781
O 0.91085 -0.49627 -3.72303
H -5.13967 -2.49940 2.87254
H -3.48456 -2.64327 2.03356
H -4.06964 -1.06372 2.76815
H -4.96779 -2.48527 0.07250
H -6.12260 -1.48745 1.01164
H -5.20029 0.14275 -0.31115
H -3.68408 -2.21525 -1.71576
H -1.46415 -2.22964 -2.97322
H -2.49096 1.34391 0.67903
H 2.28462 2.12193 1.27739
H 4.38764 1.44267 2.49133
H 5.62249 0.31104 1.79533
H 5.28168 -0.55696 -0.70641
H 3.53335 -1.25049 -2.47856
Ca -1.41967 2.05869 2.08446
*
```

Properties
HOMO level in eV: -15.07
LUMO in eV: -9.425
Gap between HOMO and LUMO in eV: 5.649



Which formula does entry 2 have?
C2H6P2